C39H77IN6O8 | the ωB97M-V functional and the def2-TZVPD basis

The calculation puts the HOMO energy at -8.87 eV. As for the largest force on an atom: 1.0 eV Å⁻¹. As for the charge: 0. Its total energy is -75107.7964 eV. The SMILES is C#Cc1cccc2c1C(=O)C=C(CCCI)C2=O.COC[C@@H](C)N.COC[C@@H](C)N.COC[C@@H](C)N.COC[C@@H](C)N.COC[C@@H](C)N.COC[C@@H](C)N.

Structure (XYZ):
```
131
C39H77IN6O8 (the ωB97M-V functional and the def2-TZVPD basis)
C -1.321 2.451 4.437
C -0.174 2.107 4.430
C 1.252 2.018 4.570
C 1.779 1.293 5.636
C 3.147 1.237 5.806
C 4.004 1.892 4.945
C 3.492 2.605 3.878
C 2.110 2.670 3.687
C 1.620 3.449 2.518
O 0.621 3.176 1.893
C 2.479 4.579 2.105
C 3.803 4.522 2.264
C 4.697 5.620 1.769
C 4.749 5.669 0.234
C 3.584 6.369 -0.450
I 3.212 8.357 0.249
C 4.378 3.303 2.902
O 5.478 2.891 2.615
H -2.340 2.743 4.438
H 1.114 0.784 6.314
H 3.530 0.676 6.645
H 5.066 1.834 5.121
H 1.987 5.415 1.631
H 4.428 6.571 2.221
H 5.709 5.407 2.109
H 4.728 4.634 -0.109
H 5.677 6.138 -0.079
H 2.664 5.803 -0.390
H 3.810 6.476 -1.503
C -1.148 -0.498 -2.661
O -1.146 0.668 -1.862
C -1.476 0.467 -0.498
C -0.315 -0.013 0.383
C 0.028 -1.489 0.206
N 0.891 0.791 0.181
H -1.919 -1.205 -2.340
H -0.172 -0.990 -2.652
H -1.358 -0.195 -3.688
H -1.796 1.446 -0.133
H -2.340 -0.207 -0.414
H -0.634 0.126 1.421
H 0.581 -1.672 -0.717
H 0.653 -1.833 1.028
H -0.871 -2.108 0.196
H 0.675 1.758 0.417
H 1.085 0.804 -0.817
C 0.800 4.758 -2.283
O 1.893 5.356 -2.961
C 2.734 4.455 -3.656
C 2.230 4.045 -5.046
C 1.092 3.030 -5.012
N 1.815 5.199 -5.850
H 1.059 3.770 -1.891
H -0.075 4.675 -2.931
H 0.534 5.408 -1.448
H 3.683 4.985 -3.783
H 2.940 3.572 -3.035
H 3.074 3.573 -5.557
H 0.142 3.491 -4.742
H 0.962 2.581 -5.997
H 1.297 2.228 -4.300
H 2.605 5.825 -5.974
H 1.151 5.738 -5.299
C 7.663 7.388 6.442
O 6.807 6.720 5.535
C 7.344 5.558 4.935
C 7.237 4.286 5.782
C 8.253 4.215 6.918
N 5.893 4.098 6.339
H 8.709 7.321 6.129
H 7.559 6.993 7.456
H 7.371 8.437 6.458
H 6.756 5.403 4.029
H 8.380 5.735 4.617
H 7.439 3.446 5.109
H 7.978 4.861 7.751
H 8.312 3.198 7.305
H 9.249 4.502 6.575
H 5.221 4.039 5.581
H 5.639 4.956 6.823
C -5.014 -0.762 -3.881
O -5.903 -1.455 -4.734
C -5.364 -2.605 -5.358
C -5.370 -3.871 -4.491
C -4.284 -3.885 -3.418
N -6.669 -4.105 -3.856
H -3.985 -0.806 -4.249
H -5.056 -1.157 -2.863
H -5.328 0.281 -3.847
H -6.001 -2.787 -6.228
H -4.355 -2.392 -5.737
H -5.174 -4.712 -5.163
H -4.535 -3.239 -2.577
H -4.160 -4.893 -3.023
H -3.322 -3.561 -3.824
H -7.382 -4.215 -4.577
H -6.931 -3.249 -3.374
C 2.848 -7.079 1.194
O 1.538 -7.225 1.707
C 1.306 -6.618 2.962
C 0.992 -5.116 2.902
C 2.217 -4.241 2.653
N -0.028 -4.800 1.898
H 3.595 -7.084 1.993
H 2.949 -6.163 0.606
H 3.039 -7.925 0.533
H 0.431 -7.130 3.373
H 2.144 -6.819 3.643
H 0.589 -4.841 3.882
H 2.535 -4.273 1.611
H 1.988 -3.201 2.886
H 3.057 -4.549 3.278
H -0.886 -5.294 2.125
H 0.270 -5.212 1.017
C -10.243 -9.381 -4.492
O -11.044 -8.264 -4.828
C -11.136 -7.262 -3.834
C -9.964 -6.272 -3.808
C -8.688 -6.831 -3.189
N -9.650 -5.750 -5.144
H -10.313 -9.618 -3.426
H -9.197 -9.221 -4.761
H -10.611 -10.233 -5.063
H -12.047 -6.706 -4.071
H -11.287 -7.719 -2.847
H -10.283 -5.427 -3.190
H -8.167 -7.511 -3.863
H -8.004 -6.015 -2.964
H -8.897 -7.367 -2.260
H -10.465 -5.272 -5.518
H -9.522 -6.547 -5.763
```

C39H78Br10O13 | the ωB97M-V functional and the def2-TZVPD basis

The calculation puts the HOMO energy at -9.64 eV. As for the largest force on an atom: 1.8 eV Å⁻¹. As for the charge: 0. Its total energy is -768752.6399 eV.

Structure (XYZ):
```
140
C39H78Br10O13 (the ωB97M-V functional and the def2-TZVPD basis)
C 3.295 8.065 -2.251
C 2.155 9.050 -2.209
O 2.336 10.240 -2.148
C 0.763 8.476 -2.455
H 4.247 8.581 -2.355
H 3.180 7.351 -3.068
H 3.240 7.459 -1.343
H 0.680 7.411 -2.218
H 0.413 8.602 -3.478
H 0.117 8.916 -1.692
C -2.396 9.180 -5.886
C -3.891 9.107 -6.127
O -4.682 8.999 -5.214
C -4.352 9.270 -7.529
H -1.870 10.032 -6.315
H -1.915 8.305 -6.332
H -2.182 9.111 -4.819
H -5.399 8.982 -7.663
H -3.751 8.769 -8.289
H -4.536 10.315 -7.809
C -0.146 5.584 -5.474
C -1.650 5.571 -5.720
O -2.141 5.636 -6.829
C -2.510 5.284 -4.522
H 0.515 5.746 -6.319
H -0.034 4.559 -5.103
H 0.130 6.286 -4.685
H -2.230 5.912 -3.679
H -2.472 4.227 -4.257
H -3.558 5.418 -4.790
O -5.619 1.815 -1.296
C -5.568 2.082 -0.116
O -5.540 3.333 0.355
C -5.703 4.407 -0.568
C -4.419 4.974 -1.127
C -5.536 1.037 0.924
H -6.174 5.231 -0.029
H -6.442 4.134 -1.321
H -3.814 5.515 -0.401
H -4.689 5.729 -1.868
H -3.867 4.215 -1.684
H -6.178 0.183 0.731
H -5.899 1.455 1.866
H -4.502 0.744 1.108
O -5.006 3.251 -4.944
C -5.001 2.045 -4.850
O -5.917 1.198 -5.312
C -7.078 1.691 -5.988
C -8.163 2.196 -5.043
C -3.964 1.264 -4.100
H -7.508 0.913 -6.615
H -6.757 2.492 -6.655
H -8.879 1.424 -4.764
H -8.706 3.000 -5.543
H -7.753 2.615 -4.123
H -3.219 1.914 -3.649
H -3.460 0.509 -4.703
H -4.472 0.748 -3.284
O -5.597 5.886 -10.262
C -5.889 6.169 -9.133
O -6.860 7.003 -8.732
C -7.647 7.701 -9.700
C -7.129 9.097 -9.955
C -5.219 5.549 -7.915
H -8.689 7.637 -9.383
H -7.654 7.086 -10.605
H -6.039 9.087 -9.992
H -7.451 9.796 -9.185
H -7.440 9.415 -10.950
H -4.234 5.184 -8.192
H -5.842 4.739 -7.532
H -5.128 6.264 -7.100
O 1.943 6.539 -11.541
C 1.654 5.404 -11.850
O 1.916 4.315 -11.151
C 2.502 4.399 -9.850
C 1.460 4.739 -8.806
C 1.110 5.128 -13.232
H 3.304 5.132 -9.760
H 2.939 3.424 -9.644
H 0.567 4.115 -8.814
H 1.089 5.757 -8.956
H 1.952 4.725 -7.832
H 0.345 5.863 -13.466
H 0.629 4.150 -13.255
H 1.938 5.093 -13.938
O -0.724 2.059 -5.957
C -1.421 1.591 -6.828
O -1.389 0.308 -7.179
C -0.547 -0.641 -6.515
C -0.764 -1.999 -7.159
C -2.357 2.346 -7.731
H -0.766 -0.672 -5.450
H 0.484 -0.303 -6.626
H 0.052 -2.718 -7.102
H -1.051 -1.952 -8.210
H -1.615 -2.474 -6.666
H -3.397 2.225 -7.434
H -2.222 1.951 -8.737
H -2.125 3.408 -7.749
Br 1.258 8.534 -6.861
C 0.615 9.582 -8.415
C 0.535 8.740 -9.667
Br -0.039 9.884 -11.153
H 1.273 10.436 -8.577
H -0.320 10.105 -8.212
H -0.126 7.887 -9.515
H 1.523 8.341 -9.889
Br -4.662 12.633 -2.342
C -4.413 10.789 -2.947
C -3.541 10.068 -1.912
Br -3.304 8.172 -2.381
H -3.961 10.736 -3.931
H -5.386 10.310 -2.901
H -4.072 10.129 -0.964
H -2.566 10.511 -1.727
Br -8.298 6.689 -2.115
C -6.892 7.295 -3.373
C -6.765 6.309 -4.504
Br -8.234 6.520 -5.794
H -5.978 7.234 -2.787
H -7.090 8.312 -3.693
H -6.738 5.275 -4.171
H -5.868 6.518 -5.084
Br -3.196 8.416 -10.768
C -2.472 6.740 -11.535
C -2.616 5.587 -10.561
Br -1.864 3.992 -11.470
H -1.413 6.899 -11.736
H -2.987 6.543 -12.470
H -3.650 5.433 -10.266
H -2.014 5.733 -9.666
Br 0.054 0.498 -1.870
C -0.759 2.282 -1.663
C 0.318 3.330 -1.840
Br -0.551 5.050 -1.472
H -1.069 2.396 -0.629
H -1.533 2.404 -2.412
H 0.703 3.527 -2.834
H 1.055 3.165 -1.060
```

C39H79NO19 | the ωB97M-V functional and the def2-TZVPD basis

The calculation puts the HOMO energy at -9.54 eV. As for the largest force on an atom: 8.3 eV Å⁻¹. As for the charge: 0. Its total energy is -82113.3523 eV. The SMILES is CCOC(C)=O.CCOC(C)=O.CCOC(C)=O.CCOC(C)=O.CCOC(C)=O.CCOC(C)=O.CCOC(C)=O.CCOC(C)=O.CCOC(C)=O.CN(C)C=O.

Structure (XYZ):
```
138
C39H79NO19 (the ωB97M-V functional and the def2-TZVPD basis)
C 5.957 -9.633 4.419
C 6.895 -10.784 4.673
O 8.025 -10.353 5.356
C 8.968 -11.269 5.617
C 10.149 -10.664 6.287
O 8.892 -12.464 5.273
H 6.465 -8.679 4.277
H 5.313 -9.594 5.298
H 5.234 -9.711 3.608
H 6.497 -11.721 5.063
H 7.217 -11.058 3.668
H 10.739 -9.992 5.664
H 10.838 -11.408 6.686
H 9.877 -10.179 7.224
C 2.828 -18.688 6.096
C 2.294 -17.741 7.187
O 3.009 -17.975 8.424
C 2.949 -19.153 9.109
C 3.518 -19.074 10.561
O 2.500 -20.198 8.715
H 3.891 -18.879 6.242
H 2.861 -18.293 5.080
H 2.335 -19.647 6.252
H 2.293 -16.702 6.858
H 1.255 -17.818 7.508
H 3.245 -18.108 10.986
H 4.593 -19.235 10.636
H 3.169 -19.960 11.093
C 14.470 -17.112 4.807
C 13.183 -17.739 4.313
O 12.132 -17.137 5.001
C 10.780 -17.499 4.721
C 9.837 -16.718 5.578
O 10.294 -18.151 3.848
H 14.568 -16.077 4.479
H 15.406 -17.574 4.495
H 14.406 -17.201 5.892
H 13.048 -17.581 3.243
H 13.326 -18.804 4.498
H 10.182 -16.835 6.605
H 8.906 -17.225 5.326
H 9.776 -15.658 5.330
C 2.732 -16.729 1.366
C 4.111 -16.339 0.891
O 4.261 -14.879 1.000
C 4.876 -14.326 1.991
C 4.659 -12.799 2.006
O 5.632 -14.883 2.725
H 1.957 -16.048 1.017
H 2.646 -16.650 2.450
H 2.409 -17.670 0.920
H 4.894 -16.774 1.511
H 4.304 -16.775 -0.089
H 5.159 -12.393 2.886
H 3.574 -12.695 2.015
H 5.115 -12.467 1.074
C 6.789 -14.985 15.815
C 5.563 -14.492 15.098
O 5.523 -14.675 13.671
C 5.079 -15.823 13.232
C 4.809 -15.834 11.708
O 5.129 -16.864 13.844
H 6.863 -14.747 16.877
H 7.572 -14.381 15.357
H 6.872 -16.071 15.772
H 4.642 -14.737 15.627
H 5.476 -13.413 15.225
H 3.732 -15.762 11.557
H 5.218 -16.725 11.232
H 5.341 -14.955 11.342
C 9.085 -17.135 10.064
C 8.236 -17.512 11.224
O 8.673 -18.842 11.863
C 7.992 -20.082 11.583
C 8.422 -21.213 12.399
O 7.016 -20.153 10.908
H 10.083 -16.810 10.357
H 8.599 -16.444 9.375
H 9.115 -18.002 9.405
H 8.219 -16.824 12.069
H 7.180 -17.679 11.011
H 7.924 -22.046 11.902
H 8.235 -21.171 13.472
H 9.493 -21.399 12.319
C 2.250 -13.659 8.447
C 0.978 -14.094 9.133
O 1.264 -15.170 10.075
C 0.253 -15.644 10.747
C 0.704 -16.576 11.817
O -0.959 -15.302 10.737
H 2.413 -14.106 7.467
H 3.171 -13.800 9.013
H 2.375 -12.578 8.375
H 0.703 -13.258 9.776
H 0.154 -14.314 8.454
H 1.096 -17.546 11.512
H -0.003 -17.068 12.485
H 1.454 -15.973 12.329
C 8.442 -16.381 2.146
C 8.699 -15.212 1.218
O 8.369 -15.691 -0.068
C 8.574 -14.880 -1.008
C 8.936 -15.534 -2.319
O 8.600 -13.628 -1.093
H 8.881 -16.108 3.105
H 8.812 -17.353 1.819
H 7.378 -16.576 2.278
H 7.987 -14.420 1.449
H 9.713 -14.841 1.372
H 9.862 -16.083 -2.146
H 9.099 -14.915 -3.202
H 8.171 -16.276 -2.547
C 6.225 -12.040 11.014
C 7.475 -11.213 10.942
O 7.462 -10.382 9.815
C 6.815 -9.237 9.576
C 7.275 -8.450 8.258
O 5.864 -8.732 10.290
H 5.902 -12.398 11.992
H 6.435 -12.950 10.453
H 5.317 -11.517 10.714
H 7.462 -10.544 11.802
H 8.434 -11.731 10.931
H 6.766 -8.631 7.311
H 8.353 -8.590 8.187
H 7.142 -7.374 8.371
C 5.572 -14.028 6.261
N 5.716 -15.413 6.658
C 5.942 -16.249 5.395
C 6.207 -15.730 7.917
O 6.340 -14.929 8.855
H 4.594 -13.951 5.785
H 6.328 -13.568 5.625
H 5.640 -13.307 7.076
H 6.014 -17.316 5.608
H 5.088 -16.082 4.738
H 6.871 -15.861 4.979
H 6.300 -16.825 7.989
```

Question: Number 2 is which compound?
Answer: C39H78Br10O13

Question: What is the charge in the third record?
Answer: 0